<1>
ORCA calculation (ωB97M-V/def2-TZVPD) on a gas-phase ion, C3H5N4 (charge +1).

```
! RIJCOSX wB97M-V def2-TZVPD def2/J DEFGRID3
* xyz 1 1
N -2.20 2.23 -0.32
H -0.84 -0.90 1.08
H -0.51 -0.19 -4.27
C -0.30 0.05 1.37
H 0.70 -0.21 1.80
N 0.01 0.08 -2.32
C -0.35 0.73 -0.02
H -0.96 0.54 2.12
H 1.19 -0.59 -0.84
N -1.31 1.56 -0.16
N -0.10 0.35 -3.46
C 0.40 0.10 -1.14
*
```

The HOMO energy (spin up / spin down) comes out at -13.23 / -13.23 eV. Its structure (SMILES) is [H]/N=N/C=C(/C)[N+]#N.

<2>
ORCA calculation (ωB97M-V/def2-TZVPD) on a gas-phase ion, C3H5N4 (charge +1).

```
! RIJCOSX wB97M-V def2-TZVPD def2/J DEFGRID3
* xyz 1 1
C 0.58 0.57 -1.75
N -0.65 -2.35 0.33
N -0.13 -1.71 -0.65
N -0.39 0.78 1.96
H 0.52 1.02 2.43
N -0.85 -1.53 1.33
H 1.53 1.09 -1.42
H 0.79 0.18 -2.71
H -0.19 1.30 -1.63
H -0.83 1.57 1.62
C -0.61 -0.33 1.44
C 0.24 -0.60 -0.94
*
```

The HOMO energy comes out at -13.67 eV.

It comes down to <1>, which is 15.9 kcal/mol more stable than the next structure.

<1>
ORCA calculation (ωB97M-V/def2-TZVPD) on 7 unconnected molecules or ions with the total composition H14O7.

```
! RIJCOSX wB97M-V def2-TZVPD def2/J DEFGRID3
* xyz 0 1
H 1.92 2.69 -0.45
O 0.55 0.35 -0.13
O 3.11 1.87 0.44
O -2.46 -1.86 -2.50
H -1.54 -0.79 0.74
H -0.70 1.08 2.99
H -0.17 0.84 0.26
H 0.39 -0.62 0.06
H 0.55 -4.77 1.15
O -2.08 -0.88 -0.02
H -2.69 -2.28 -1.57
H 3.64 2.71 0.67
H -1.77 -0.24 -0.70
O 1.11 3.27 -0.59
H 0.26 -3.39 0.66
H 1.31 3.63 -1.44
H -0.38 1.86 1.66
O -1.04 1.63 2.23
H 3.85 1.29 0.41
H -2.10 -2.67 -2.93
O 0.50 -4.30 0.39
*
```

The HOMO energy comes out at -10.88 eV. Its structure (SMILES) is O.O.O.O.O.O.O.

<2>
ORCA calculation (ωB97M-V/def2-TZVPD) on 7 unconnected molecules or ions with the total composition H14O7.

```
! RIJCOSX wB97M-V def2-TZVPD def2/J DEFGRID3
* xyz 0 1
H 0.32 -3.42 -2.90
H 2.05 4.36 2.45
O 1.13 0.39 -1.17
O 1.57 3.55 2.67
H -1.83 1.17 3.87
O 0.76 -2.75 -3.43
H 0.72 -0.42 -1.49
O -1.77 0.33 3.39
H 1.60 -5.35 -0.28
H 0.20 -1.97 -3.34
H -0.87 2.45 -1.59
H -1.82 -0.37 1.07
H 1.70 2.98 1.90
H 0.42 0.83 -0.69
O -1.00 2.88 -0.74
H -0.37 3.61 -0.75
H -2.26 0.49 2.58
H 1.16 -4.22 -1.20
O -1.95 -0.27 0.12
O 1.37 -4.41 -0.28
H -1.13 0.15 -0.18
*
```

The HOMO energy comes out at -11.72 eV. Its structure (SMILES) is O.O.O.O.O.O.O.

It comes down to <2>, which is 11.9 kcal/mol more stable than the next structure.

<1>
ORCA calculation (ωB97M-V/def2-TZVPD) on 7 unconnected molecules or ions with the total composition H14O7.

```
! RIJCOSX wB97M-V def2-TZVPD def2/J DEFGRID3
* xyz 0 1
H -1.63 -1.11 -0.98
O -2.93 1.55 -0.55
H 2.83 1.47 1.04
H -3.01 -0.61 -0.56
H -1.55 -1.07 1.15
H 0.88 -2.44 -0.43
H -3.10 1.84 -1.41
O 2.40 1.74 0.27
O 0.52 -1.53 -0.70
H -0.48 -0.12 1.80
H 3.20 -0.91 -1.41
O -0.75 -1.11 1.78
H 0.77 1.63 0.43
H 0.00 0.63 -0.40
O -2.35 -1.30 -0.36
H 0.17 -1.34 0.23
O 3.18 -0.69 -0.52
H 2.20 -0.75 -0.27
H 2.70 1.08 -0.37
O -0.19 1.34 0.27
H -2.00 1.69 -0.29
*
```

The HOMO energy comes out at -11.16 eV. Its structure (SMILES) is O.O.O.O.O.O.O.

<2>
ORCA calculation (ωB97M-V/def2-TZVPD) on 7 unconnected molecules or ions with the total composition H14O7.

```
! RIJCOSX wB97M-V def2-TZVPD def2/J DEFGRID3
* xyz 0 1
H -2.84 -0.93 -0.01
H -0.42 -0.41 0.36
H 1.42 -3.11 0.86
O 0.50 -0.22 0.52
H 0.74 -0.63 1.37
H 1.43 0.53 -0.89
H -0.28 0.83 1.80
O -1.86 -1.17 -0.21
H -1.86 -0.82 -2.12
H -2.55 -0.51 -3.36
O 2.02 0.82 -1.53
O -1.81 -0.93 -3.05
O 0.65 3.00 -0.02
H -0.09 2.68 0.36
H -2.04 -1.97 -0.38
H 0.21 1.55 2.90
O 1.67 -2.57 1.52
H 0.59 3.48 -0.85
O -0.65 1.01 2.66
H 2.57 1.64 -1.37
H 2.59 -2.25 1.41
*
```

The HOMO energy comes out at -10.21 eV. Its structure (SMILES) is O.O.O.O.O.O.O.

It comes down to <1>, which is 52.8 kcal/mol more stable than the next structure.

<1>
ORCA calculation (ωB97M-V/def2-TZVPD) on 7 unconnected molecules or ions with the total composition H14O7.

```
! RIJCOSX wB97M-V def2-TZVPD def2/J DEFGRID3
* xyz 0 1
H -0.96 2.28 1.01
H -2.19 -0.92 0.62
H -2.08 -2.98 -1.20
H -2.14 3.06 -0.09
O 3.77 0.52 -0.49
H 1.22 -1.32 2.71
H 3.48 -1.27 -2.22
O -2.88 -1.57 0.79
H -0.49 0.89 0.61
O -2.74 -2.27 -1.27
O 3.06 -0.87 -1.46
O -2.31 3.37 -0.99
H 2.47 -0.48 2.89
H -3.61 -1.29 0.24
O -1.01 1.35 1.27
O 1.70 -0.57 2.33
H 4.34 -0.21 -0.74
H 4.37 1.13 -0.04
H -2.52 -1.84 -2.10
H -1.45 3.31 -1.43
H 2.83 0.02 -1.75
*
```

The HOMO energy comes out at -9.43 eV. Its structure (SMILES) is O.O.O.O.O.O.O.

<2>
ORCA calculation (ωB97M-V/def2-TZVPD) on 7 unconnected molecules or ions with the total composition H14O7.

```
! RIJCOSX wB97M-V def2-TZVPD def2/J DEFGRID3
* xyz 0 1
H 3.29 -0.31 1.29
H 0.69 0.30 3.17
O 0.30 -0.25 0.44
H -1.41 0.10 1.06
O -2.21 0.20 1.57
O -0.80 -1.88 -1.41
O 0.90 0.97 3.82
H -1.29 -2.69 -1.23
H -1.90 0.37 2.46
H -0.91 -0.13 -2.88
H 0.53 2.70 -1.30
H -1.56 0.30 -4.18
O 0.60 1.75 -1.33
H -0.47 -2.00 -2.30
H 0.21 0.90 4.47
H 0.53 0.56 -0.01
H 2.09 -1.04 0.72
O 2.96 -1.19 1.08
O -1.30 0.63 -3.32
H -0.12 1.49 -1.92
H -0.14 -0.78 -0.22
*
```

The HOMO energy comes out at -10.68 eV. Its structure (SMILES) is O.O.O.O.O.O.O.

<3>
ORCA calculation (ωB97M-V/def2-TZVPD) on 7 unconnected molecules or ions with the total composition H14O7.

```
! RIJCOSX wB97M-V def2-TZVPD def2/J DEFGRID3
* xyz 0 1
H -2.73 0.36 0.30
H 0.94 0.36 -0.59
H -1.17 -1.54 0.16
O 0.12 0.85 -0.82
O 1.56 -1.43 1.96
H 1.92 -1.23 1.09
O -1.11 2.45 1.76
H -0.47 0.54 -0.13
O -0.11 -0.34 -3.36
H -0.28 2.05 1.87
O -3.47 0.94 0.15
O -1.18 -0.95 0.95
H -3.16 1.74 -0.25
H -0.04 0.17 -2.55
H 0.63 -0.91 -3.22
H 2.89 -1.58 -0.56
H 1.81 -2.31 2.24
H -0.43 -1.12 1.52
H 3.05 -0.09 -0.84
O 2.45 -0.72 -0.54
H -1.23 2.77 0.87
*
```

The HOMO energy comes out at -10.69 eV. Its structure (SMILES) is O.O.O.O.O.O.O.

<4>
ORCA calculation (ωB97M-V/def2-TZVPD) on 7 unconnected molecules or ions with the total composition H14O7.

```
! RIJCOSX wB97M-V def2-TZVPD def2/J DEFGRID3
* xyz 0 1
H -2.61 -1.23 -2.00
O 2.59 -0.65 1.47
H -0.09 0.65 -0.67
H -0.12 2.23 1.26
H -1.87 -0.79 2.47
O -0.07 0.80 0.27
O -0.25 0.39 -2.82
O -0.22 3.10 1.64
H 0.40 -0.10 -3.33
H 1.94 -2.53 -1.76
H 2.18 -0.70 2.33
H 2.69 0.29 1.30
H -0.08 -0.08 0.66
H -0.09 1.30 -3.06
O 2.03 -2.26 -0.85
O -2.10 -0.17 3.16
H -1.61 -0.48 3.93
H 0.62 3.30 2.04
H 1.13 -2.20 -0.53
O -2.61 -0.72 -2.80
H -1.87 -0.13 -2.71
*
```

The HOMO energy comes out at -10.64 eV. Its structure (SMILES) is O.O.O.O.O.O.O.

It comes down to <2>, which is 6.2 kcal/mol more stable than the next structure.

<1>
ORCA calculation (ωB97M-V/def2-TZVPD) on 7 unconnected molecules or ions with the total composition H14O7.

```
! RIJCOSX wB97M-V def2-TZVPD def2/J DEFGRID3
* xyz 0 1
H -0.96 -2.92 -0.85
H -0.71 -1.60 2.69
H 1.50 -3.25 0.33
O -1.81 1.70 -1.30
O 0.21 0.11 0.16
H 1.00 1.48 0.88
H 1.35 2.63 -0.04
H -2.10 1.43 -2.16
H -0.03 3.98 -2.04
O 1.44 2.33 0.87
H 0.28 -0.72 -0.31
O 0.30 3.48 -1.29
H -0.37 2.82 -1.13
H -0.31 0.67 -0.42
O -1.27 -1.03 2.15
H -0.18 -2.85 0.45
H -2.57 1.56 -0.73
O -0.23 -2.47 -0.43
O 2.45 -3.39 0.35
H -0.66 -0.62 1.53
H 2.67 -3.34 1.28
*
```

The HOMO energy comes out at -9.85 eV. Its structure (SMILES) is O.O.O.O.O.O.O.

<2>
ORCA calculation (ωB97M-V/def2-TZVPD) on 7 unconnected molecules or ions with the total composition H14O7.

```
! RIJCOSX wB97M-V def2-TZVPD def2/J DEFGRID3
* xyz 0 1
H 2.65 -1.15 -4.31
H -1.54 0.48 -1.16
H 1.16 -1.29 -1.05
O 1.47 -0.39 -1.11
H 0.17 1.78 5.69
O -1.10 0.58 -2.02
O -0.08 2.53 5.11
H -0.18 -0.45 3.37
H -1.68 1.18 0.27
H 0.53 0.12 -1.05
O -0.27 -1.97 -2.37
H 2.24 -0.44 -3.00
H -1.22 -0.38 -2.39
H -0.93 2.80 5.29
H -0.93 0.15 1.28
O 0.02 0.41 2.87
O -1.63 0.30 0.61
H -0.07 1.14 3.54
H 0.36 -1.85 -3.17
H -0.84 -2.64 -2.63
O 1.88 -0.91 -3.76
*
```

The HOMO energy comes out at -10.10 eV. Its structure (SMILES) is O.O.O.O.O.O.O.

<3>
ORCA calculation (ωB97M-V/def2-TZVPD) on 7 unconnected molecules or ions with the total composition H14O7.

```
! RIJCOSX wB97M-V def2-TZVPD def2/J DEFGRID3
* xyz 0 1
O 0.13 0.45 -0.17
O -0.74 -0.72 -2.56
O -0.71 -0.53 4.11
H -0.34 0.13 0.61
H 1.33 1.19 2.77
H 1.59 0.25 -0.95
H -0.08 -0.19 -0.85
H -0.33 0.13 3.53
O 2.43 0.23 -1.41
H 0.29 -1.98 -3.13
O 1.05 -2.28 -3.62
H -2.05 1.68 0.38
H 2.23 -0.20 -2.24
H -0.35 -0.03 -3.10
H -0.14 -1.29 4.01
H 0.73 -3.00 -4.15
H 0.23 1.96 3.47
O -2.37 1.61 1.27
H -1.62 1.82 1.82
H -1.67 -0.52 -2.56
O 0.38 1.32 2.77
*
```

The HOMO energy comes out at -10.73 eV. Its structure (SMILES) is O.O.O.O.O.O.O.

<4>
ORCA calculation (ωB97M-V/def2-TZVPD) on 7 unconnected molecules or ions with the total composition H14O7.

```
! RIJCOSX wB97M-V def2-TZVPD def2/J DEFGRID3
* xyz 0 1
H 3.62 0.66 0.28
H 0.92 -0.99 -0.64
O 2.24 -1.97 -0.40
H -4.78 -0.74 0.72
H 1.21 1.49 -0.42
H -3.76 -0.55 -0.45
O 1.99 1.99 -0.13
O 4.10 -0.09 0.66
H -2.02 0.18 -1.35
H -2.31 0.59 0.82
H 4.79 -0.35 0.14
H 0.01 -0.31 0.21
O -2.72 0.78 -1.17
H -2.48 1.53 -1.64
H -2.58 0.04 2.15
H 1.85 2.37 0.82
O -1.81 0.24 1.51
H 2.72 -1.45 0.28
H 2.85 -2.00 -1.10
O 0.07 -0.44 -0.71
O -3.90 -0.99 0.43
*
```

The HOMO energy comes out at -10.45 eV. Its structure (SMILES) is O.O.O.O.O.O.O.

It comes down to <4>, which is 2.6 kcal/mol more stable than the next structure.